Record 1
This record from the OMol25 dataset describes a molecular structure, C32H28N7O4SSr. The level of theory is ωB97M-V with the def2-TZVPD basis set.

XYZ file:
```
73
Properties=species:S:1:pos:R:3
Sr 0.379 0.316 -0.261
O -1.664 -0.464 -1.400
C -1.870 -1.402 -2.246
C -2.829 -1.223 -3.288
C -3.098 -2.187 -4.235
C -2.413 -3.407 -4.227
C -1.491 -3.623 -3.216
C -1.195 -2.676 -2.232
C -0.193 -3.074 -1.240
N 0.429 -2.274 -0.470
N 1.416 -2.772 0.351
C 1.571 -1.999 1.415
O 0.807 -1.068 1.807
C 2.842 -2.226 2.190
C 3.183 -1.306 3.177
C 4.386 -1.419 3.859
C 5.258 -2.460 3.567
C 4.920 -3.385 2.585
C 3.721 -3.265 1.897
H -3.360 -0.278 -3.292
H -3.868 -2.000 -4.979
H -2.630 -4.179 -4.955
H -0.971 -4.576 -3.175
H 0.032 -4.146 -1.188
H 2.494 -0.494 3.376
H 4.645 -0.691 4.619
H 6.197 -2.551 4.100
H 5.597 -4.197 2.351
H 3.451 -3.964 1.116
N 3.923 1.743 1.273
C 4.126 0.651 0.466
C 5.411 0.066 0.536
C 5.714 -1.011 -0.251
C 4.745 -1.512 -1.120
C 3.520 -0.891 -1.116
N 3.192 0.166 -0.357
C 2.773 2.431 1.710
C 2.984 3.424 2.668
C 1.816 3.890 3.336
C 0.575 3.555 2.930
C 0.421 2.764 1.665
N 1.615 2.045 1.240
H 4.730 1.973 1.828
H 6.136 0.459 1.238
H 6.691 -1.474 -0.182
H 4.925 -2.372 -1.749
H 2.726 -1.268 -1.748
H 3.977 3.641 3.037
H 1.928 4.494 4.231
H -0.307 3.846 3.487
H -0.395 2.020 1.772
C -0.301 5.612 -0.651
O 0.021 4.873 0.530
C 0.008 3.550 0.418
O -0.266 2.984 -0.630
H -0.587 6.606 -0.316
H -1.113 5.139 -1.197
H 0.578 5.675 -1.292
N -1.651 -1.000 -6.982
C -0.930 0.119 -6.853
S -0.838 1.271 -8.035
C -0.257 0.247 -5.536
C 0.312 -0.861 -4.927
C 0.842 -0.724 -3.657
N 0.826 0.418 -2.971
C 0.305 1.490 -3.579
C -0.229 1.454 -4.854
H -2.197 -1.116 -7.819
H -1.867 -1.566 -6.170
H 0.327 -1.828 -5.412
H 1.258 -1.585 -3.150
H 0.285 2.404 -2.997
H -0.652 2.339 -5.308
```

Properties
* LUMO energy: 1.866 eV
* charge: -1

Record 2
This record from the OMol25 dataset describes 5 unconnected molecules or ions with the total composition C7H13Cl12O4P in a non-equilibrium geometry. The level of theory is ωB97M-V with the def2-TZVPD basis set.

XYZ file:
```
37
Properties=species:S:1:pos:R:3
C -12.246 -26.490 -10.085
O -11.125 -26.810 -9.276
P -11.075 -26.151 -7.735
O -12.420 -26.005 -6.977
O -9.937 -26.952 -6.906
C -8.530 -26.988 -7.235
O -10.205 -24.781 -8.030
C -10.555 -23.661 -7.281
H -13.069 -25.862 -9.744
H -12.791 -27.390 -10.371
H -11.929 -26.086 -11.046
H -7.936 -26.384 -6.549
H -8.449 -26.603 -8.251
H -8.172 -28.014 -7.327
H -10.772 -22.796 -7.907
H -9.880 -23.354 -6.483
H -11.471 -23.816 -6.710
C -15.839 -20.479 -18.279
Cl -14.760 -20.802 -19.691
Cl -17.179 -21.667 -18.188
Cl -16.369 -18.807 -18.427
H -15.170 -20.628 -17.432
C -15.332 -20.696 -11.746
Cl -15.851 -22.111 -12.717
Cl -15.889 -19.124 -12.556
Cl -13.546 -20.595 -11.824
H -15.628 -20.763 -10.699
C -21.759 -22.657 -13.430
Cl -21.470 -24.406 -13.911
Cl -21.682 -22.522 -11.650
Cl -23.324 -22.069 -13.957
H -21.008 -21.998 -13.866
C -11.864 -14.549 -14.827
Cl -13.383 -13.680 -15.070
Cl -10.840 -13.771 -13.572
Cl -11.054 -14.923 -16.391
H -12.151 -15.481 -14.341
```

Properties
* LUMO energy: 0.059 eV

Record 3
This record from the OMol25 dataset describes 2 unconnected molecules or ions with the total composition C2H6FOP in a non-equilibrium geometry. The level of theory is ωB97M-V with the def2-TZVPD basis set.

XYZ file:
```
11
Properties=species:S:1:pos:R:3
C 1.105 -0.177 -1.252
C 1.443 -0.068 0.060
O -1.993 -0.039 -0.395
F 1.815 -1.101 0.974
P -1.494 1.052 0.696
H 0.683 -1.073 -1.620
H 1.334 0.658 -1.959
H 1.868 0.808 0.494
H -2.003 -0.882 0.050
H -0.489 0.173 1.036
H -2.270 0.649 1.916
```

Properties
* LUMO energy: 0.672 eV

no.,highest occupied orbital energy (eV),orbital gap (eV)
1,-3.6,5.43
2,-11.0,11.03
3,-9.9,10.56